A single C4H8S molecule in a non-equilibrium geometry. Source: OMol25; level of theory: ωB97M-V/def2-TZVPD.

Element x y z (Å)
C -2.08 0.56 0.13
S -0.74 -0.66 -0.22
C 0.64 0.00 0.64
C 1.87 -0.49 0.00
C 1.36 1.03 -0.37
H -2.93 0.31 -0.51
H -1.76 1.57 -0.09
H -2.34 0.49 1.17
H 0.67 0.27 1.64
H 1.93 -1.21 -0.72
H 2.65 -0.56 0.78
H 1.98 1.75 0.09
H 0.89 1.42 -1.25

Values from the calculation:
M = 88.2 u
total charge = 0
relative energy (zero: lowest compared OMol25 entry of this formula, charge and spin) = 29.9 kcal per mole
LUMO level = 1.089 eV
HOMO-LUMO gap = 9.40 eV

=====

A single C4H8S molecule in a non-equilibrium geometry. Source: OMol25; level of theory: ωB97M-V/def2-TZVPD.

Element x y z (Å)
C 2.20 -0.19 -0.32
C 0.92 0.13 -0.20
C -0.02 -0.98 0.40
S -1.68 -0.94 -0.42
C -1.98 0.78 -0.01
H 3.14 0.52 -0.49
H 2.62 -1.19 -0.29
H 0.68 1.12 -0.23
H -0.36 -0.77 1.38
H 0.52 -1.87 0.07
H -0.94 1.26 -0.12
H -2.46 0.74 1.00
H -2.64 1.37 -0.78

Values from the calculation:
M = 88.2 u
total charge = 0
relative energy (zero: lowest compared OMol25 entry of this formula, charge and spin) = 38.3 kcal per mole
LUMO level = 1.050 eV
HOMO-LUMO gap = 9.48 eV

=====

A single C4H8S2 molecule in a non-equilibrium geometry. Source: OMol25; level of theory: ωB97M-V/def2-TZVPD.

Element x y z (Å)
S -1.05 -0.25 -2.27
C 0.14 0.71 -1.20
C 1.05 -0.67 -0.29
C 0.63 0.31 0.94
S -0.06 -0.53 2.39
C -0.39 1.08 0.17
H -1.75 0.86 -2.00
H 0.87 1.25 -1.74
H 0.47 -1.51 -0.17
H 2.10 -0.86 -0.61
H 1.58 0.90 1.27
H -0.03 -1.90 1.87
H -0.36 2.14 0.38
H -1.40 0.65 0.21

Values from the calculation:
M = 120.2 u
total charge = 0
relative energy (zero: lowest compared OMol25 entry of this formula, charge and spin) = 70.9 kcal per mole
LUMO level = 0.875 eV
HOMO-LUMO gap = 9.65 eV

=====

2 unconnected molecules or ions with the total composition C4H8S2 in a non-equilibrium geometry. Source: OMol25; level of theory: ωB97M-V/def2-TZVPD.

Element x y z (Å)
C -2.77 -0.20 -0.15
C -2.18 0.94 -0.23
C 1.47 0.36 -0.51
C 0.70 -0.39 0.49
S 3.30 0.23 -0.09
S -0.08 -1.89 0.13
H -3.70 -0.51 -0.35
H -2.02 -1.14 0.18
H -1.12 1.25 -0.06
H 1.22 1.51 -0.48
H 1.40 -0.02 -1.46
H 0.64 -0.28 1.50
H 3.44 1.58 0.42
H -0.09 -1.57 -1.08

Values from the calculation:
M = 120.2 u
total charge = 0
relative energy (zero: lowest compared OMol25 entry of this formula, charge and spin) = 150.6 kcal per mole
LUMO level (spin up / spin down) = -0.106 / -0.022 eV
HOMO-LUMO gap (spin up / spin down) = 8.23 / 7.40 eV

=====

A single C4H8S2 molecule in a non-equilibrium geometry. Source: OMol25; level of theory: ωB97M-V/def2-TZVPD.

Element x y z (Å)
C 0.65 -1.64 0.26
C 1.38 -0.39 -0.09
S 0.63 0.75 -1.27
C -0.90 1.11 -0.96
C -1.10 0.81 0.60
S -1.16 -1.05 0.93
H 1.13 -2.36 0.84
H 0.09 -2.02 -0.60
H 1.67 0.28 0.92
H 2.31 -0.93 -0.46
H -1.79 0.78 -1.59
H -0.84 2.33 -1.07
H -1.98 1.27 1.22
H -0.09 1.06 1.28

Values from the calculation:
M = 120.2 u
total charge = 0
relative energy (zero: lowest compared OMol25 entry of this formula, charge and spin) = 82.8 kcal per mole
LUMO level = 0.759 eV
HOMO-LUMO gap = 9.19 eV

=====

A single C4H8S2 molecule in a non-equilibrium geometry. Source: OMol25; level of theory: ωB97M-V/def2-TZVPD.

Element x y z (Å)
C -1.13 -0.79 0.50
C 0.26 -0.92 0.50
C -1.10 0.85 0.14
C 1.16 -0.99 -0.65
S -0.79 1.89 1.58
S -0.66 1.35 -1.45
H -1.72 -1.24 -0.45
H -1.77 -1.05 1.37
H 0.65 -0.71 1.40
H 1.48 -2.02 -0.86
H 2.10 -0.34 -0.45
H 0.71 -0.52 -1.54
H 0.27 2.60 1.21
H 0.55 1.88 -1.30

Values from the calculation:
M = 120.2 u
total charge = 0
relative energy (zero: lowest compared OMol25 entry of this formula, charge and spin) = 91.6 kcal per mole
LUMO level (spin up / spin down) = 0.148 / 0.149 eV
HOMO-LUMO gap (spin up / spin down) = 7.63 / 7.63 eV

=====

A molecular structure, C4H8S2 in a non-equilibrium geometry. Source: OMol25; level of theory: ωB97M-V/def2-TZVPD.

Element x y z (Å)
C -0.23 -0.59 0.97
C 0.14 0.00 -0.39
C -0.14 1.42 -1.13
C 1.21 0.94 -0.82
H -1.31 -0.98 3.01
H -0.04 -1.84 0.81
H 0.46 -0.16 2.08
H 0.16 -2.56 -0.40
H -0.69 1.39 -2.00
H -0.76 2.02 -0.40
H 1.63 0.69 -1.73
H 1.85 1.39 0.01
S -1.98 -0.34 1.61
S -0.32 -1.38 -1.63

Values from the calculation:
M = 120.2 u
total charge = 0
relative energy (zero: lowest compared OMol25 entry of this formula, charge and spin) = 145.0 kcal per mole
LUMO level = -0.245 eV
HOMO-LUMO gap = 8.52 eV

=====

2 unconnected molecules or ions with the total composition C4H8Si in a non-equilibrium geometry. Source: OMol25; level of theory: ωB97M-V/def2-TZVPD.

Element x y z (Å)
C 2.48 0.06 -0.24
C 1.57 -0.84 0.53
C 1.45 -0.41 -1.14
C 1.08 -1.70 -0.49
Si -2.78 0.53 0.36
H 2.61 1.12 0.00
H 3.41 -0.39 -0.26
H 1.00 -0.59 1.43
H 0.65 0.15 -1.67
H -1.85 -0.20 -0.42
H -2.61 1.93 0.00
H -2.95 0.43 1.80
H -4.06 -0.09 0.11

Values from the calculation:
M = 84.2 u
total charge = 0
relative energy (zero: lowest compared OMol25 entry of this formula, charge and spin) = 120.8 kcal per mole
LUMO level = 0.719 eV
HOMO-LUMO gap = 9.42 eV